Version i
Entry from OMol25: a cluster of 2 separate species, C5H11N3O in total (ωB97M-V/def2-TZVPD).

Element x y z (Å)
H1 0.342 2.252 -1.401
N1 0.798 1.372 -1.661
C1 -0.042 0.401 -1.696
C2 -1.485 0.402 -1.105
C3 -2.103 1.520 -0.674
H2 0.290 -0.578 -2.079
H3 -2.061 -0.436 -1.485
H4 -1.561 2.329 -0.197
H5 -3.179 1.618 -0.781
C4 1.983 -1.628 0.758
C5 0.482 -1.607 0.639
O1 -0.157 -2.583 0.264
N2 -0.238 -0.478 1.111
N3 0.440 0.629 1.663
H6 2.397 -1.959 -0.197
H7 2.266 -2.339 1.539
H8 2.435 -0.663 0.985
H9 -1.211 -0.661 1.351
H10 -0.245 1.256 2.087
H11 0.847 1.151 0.877

HOMO-LUMO gap ... 8.762 eV
Multiplicity ... 1
Structure (SMILES) ... [H]/N=C\C=C.CC(=O)NN
Charge ... 0
LUMO energy ... 0.14 eV
HOMO level ... -8.621 eV

Atomic partial charges in e from the natural (NBO) method, atoms 1 to 2: number 1, H, carries 0.329; number 2, N, carries -0.627

Version ii
Entry from OMol25: a structure of composition C5H11N3O (ωB97M-V/def2-TZVPD).

Element x y z (Å)
C1 1.576 2.787 -0.186
C2 0.773 0.507 -0.097
C3 1.193 -1.434 1.086
C4 -0.522 0.893 -0.196
C5 -1.547 -0.065 -0.186
H1 2.580 3.185 0.603
H2 1.753 3.018 -1.497
H3 0.258 3.103 0.240
H4 2.692 1.127 -0.179
H5 1.605 -0.897 1.972
H6 1.680 -2.282 0.859
H7 0.259 -1.559 1.595
H8 -0.780 1.999 -0.293
H9 -2.430 0.489 -0.202
H10 -3.802 -1.562 -0.526
H11 -2.921 -2.892 0.146
N1 1.813 1.407 0.129
N2 -1.584 -1.333 -0.059
N3 -2.803 -2.038 -0.528
O1 1.036 -0.764 -0.254

HOMO-LUMO gap ... 8.210 eV
Multiplicity ... 1
Charge ... 0
LUMO energy ... 0.75 eV
HOMO level ... -7.459 eV

Atomic partial charges in e from the natural (NBO) method, atoms 1 to 2: number 1, C, carries -0.436; number 2, C, carries 0.551

Version iii
Entry from OMol25: a cluster of 2 separate species, C5H11N3O in total (ωB97M-V/def2-TZVPD).

Element x y z (Å)
C1 1.489 -1.124 -0.489
C2 0.340 -1.187 0.201
C3 0.252 -2.063 1.424
N1 -0.767 -0.452 -0.178
C4 -2.094 -0.514 0.390
H1 1.594 -0.485 -1.358
H2 2.371 -1.677 -0.182
H3 -0.549 -2.800 1.306
H4 1.180 -2.615 1.604
H5 0.050 -1.459 2.314
H6 -0.726 -0.096 -1.131
H7 -2.640 0.401 0.139
H8 -2.065 -0.589 1.481
H9 -2.646 -1.367 -0.015
N2 -1.283 2.710 -1.979
C5 -0.529 2.717 -1.097
O1 0.370 2.741 -0.104
N3 1.682 2.310 -0.600
H10 2.287 2.988 -0.138
H11 1.685 2.563 -1.589

HOMO-LUMO gap ... 8.014 eV
Multiplicity ... 1
Structure (SMILES) ... C=C(C)NC.N#CON
Charge ... 0
LUMO energy ... 0.58 eV
HOMO level ... -7.434 eV

Atomic partial charges in e from the natural (NBO) method, atoms 1 to 2: number 1, C, carries -0.541; number 2, C, carries 0.207

It is version ii that is the least stable of them.

Version i
Entry from OMol25: a cluster of 2 separate species, C3H9N3O2 in total (ωB97M-V/def2-TZVPD).

Element x y z (Å)
H1 -1.212 0.789 -1.195
N1 -2.001 0.484 -0.614
N2 -2.340 -0.722 -0.690
N3 -2.053 -1.554 0.270
H2 -2.538 -2.434 0.309
H3 -1.236 -1.387 0.865
C1 1.752 -1.189 -0.517
O1 1.231 0.100 -0.696
C2 0.332 0.696 0.397
C3 0.558 2.178 0.480
O2 0.068 -0.021 1.339
H4 2.084 -1.370 0.512
H5 2.604 -1.315 -1.188
H6 0.971 -1.928 -0.756
H7 0.826 2.446 1.499
H8 -0.355 2.711 0.213
H9 1.309 2.515 -0.228

HOMO-LUMO gap ... 7.776 eV
Multiplicity ... 1
Structure (SMILES) ... [H]/N=N/N.COC(C)=O
Charge ... 0
LUMO energy ... 0.29 eV
HOMO level ... -7.487 eV

Atomic partial charges in e from the natural (NBO) method, atoms 1 to 2: number 1, H, carries 0.388; number 2, N, carries -0.661

Version ii
Entry from OMol25: a structure of composition C3H9N3O2 (ωB97M-V/def2-TZVPD).

Element x y z (Å)
C1 0.080 -0.187 1.193
C2 0.707 -1.567 1.213
N1 -1.038 1.059 -0.480
N2 -1.278 -0.058 1.060
C3 0.688 0.679 -0.393
N3 0.947 -0.275 -1.378
O1 -1.697 1.341 -1.705
O2 1.423 1.632 -0.201
H1 -1.993 2.264 -1.702
H2 -1.057 1.915 0.080
H3 -1.672 -0.861 0.566
H4 0.488 0.497 1.935
H5 1.644 0.029 -2.042
H6 0.148 -0.720 -1.801
H7 1.786 -1.493 1.075
H8 0.314 -2.193 0.410
H9 0.511 -2.062 2.168

HOMO-LUMO gap ... 8.331 eV
Multiplicity ... 1
Charge ... 0
LUMO energy ... -0.10 eV
HOMO level ... -8.431 eV

Atomic partial charges in e from the natural (NBO) method, atoms 1 to 2: number 1, C, carries -0.153; number 2, C, carries -0.628

It is version ii that is the least stable of them.

Version i
Entry from OMol25: a structure of composition C3H9N3O2 (ωB97M-V/def2-TZVPD).

Element x y z (Å)
C1 1.005 0.773 -1.399
N1 0.766 -0.071 -0.237
C2 0.010 -1.742 -0.552
O1 0.519 -2.518 0.234
H1 1.590 -0.246 0.333
H2 -0.220 -1.955 -1.605
H3 1.644 1.612 -1.116
H4 1.486 0.204 -2.199
H5 0.089 1.186 -1.821
C3 -0.600 0.084 0.582
N2 -1.205 1.337 0.505
N3 -0.247 -0.229 1.934
O2 -1.286 -0.874 -0.102
H6 0.055 -1.196 2.028
H7 -0.987 2.056 1.177
H8 -1.649 1.578 -0.367
H9 -0.971 0.002 2.605

HOMO-LUMO gap ... 10.042 eV
Multiplicity ... 1
Charge ... 0
LUMO energy ... 0.80 eV
HOMO level ... -9.243 eV

Atomic partial charges in e from the natural (NBO) method, atoms 1 to 2: number 1, C, carries -0.421; number 2, N, carries -0.565

Version ii
Entry from OMol25: a structure of composition C3H9N3O2 (ωB97M-V/def2-TZVPD).

Element x y z (Å)
C1 -2.119 -0.885 0.160
C2 -0.947 1.875 0.118
C3 1.056 0.434 -0.069
H1 -1.615 -1.976 0.563
H2 -2.601 -0.175 1.214
H3 -3.033 -1.084 -0.629
H4 -1.002 2.240 -0.940
H5 -0.603 2.523 0.934
H6 -2.091 1.711 0.283
H7 2.539 -0.945 -0.003
H8 0.306 -1.976 0.985
H9 0.192 -2.107 -0.712
N1 -0.328 0.566 0.152
N2 1.573 -0.863 -0.052
N3 0.830 -2.044 0.144
O1 -1.136 -0.239 -0.588
O2 1.817 1.443 0.006

HOMO-LUMO gap ... 10.273 eV
Multiplicity ... 1
Charge ... 0
LUMO energy ... 0.69 eV
HOMO level ... -9.587 eV

Atomic partial charges in e from the natural (NBO) method, atoms 1 to 2: number 1, C, carries -0.288; number 2, C, carries -0.426

It is version ii that is the least stable of them.

Version i
Entry from OMol25: an isolated molecule of C3H9N3O2 (ωB97M-V/def2-TZVPD).

Element x y z (Å)
C1 -2.486 -0.127 -0.277
N1 -1.416 -0.839 -0.274
C2 -0.202 -0.384 -0.250
N2 0.760 -1.237 0.132
O1 2.174 -1.428 -0.202
N3 0.281 0.974 -0.196
C3 0.888 0.872 1.117
O2 1.438 0.882 -1.152
H1 -2.784 -0.030 0.884
H2 -3.154 -0.776 -1.072
H3 -2.209 1.001 -0.607
H4 0.369 -2.231 0.214
H5 2.139 -0.725 -0.824
H6 0.306 0.144 1.918
H7 1.892 0.381 0.888
H8 0.724 1.972 1.777
H9 1.281 1.552 -2.076

HOMO-LUMO gap ... 8.570 eV
Multiplicity ... 1
Structure (SMILES) ... C/N=C(/NO)N(C)O
Charge ... 0
LUMO energy ... 0.17 eV
HOMO level ... -8.401 eV

Atomic partial charges in e from the natural (NBO) method, atoms 1 to 2: number 1, C, carries -0.404; number 2, N, carries -0.506

Version ii
Entry from OMol25: an isolated molecule of C3H9N3O2 (ωB97M-V/def2-TZVPD).

Element x y z (Å)
C1 1.306 -1.619 -0.768
O1 0.139 -1.333 -1.517
N1 -1.023 -0.817 -0.713
N2 -1.496 -1.635 0.297
N3 -0.883 0.510 -0.417
C2 -0.075 0.933 0.636
C3 0.275 2.395 0.570
O2 0.247 0.238 1.601
H1 1.155 -1.963 0.260
H2 1.964 -0.743 -0.772
H3 1.827 -2.444 -1.269
H4 -2.496 -1.501 0.431
H5 -0.998 -1.444 1.173
H6 -1.032 1.135 -1.200
H7 0.237 2.821 1.576
H8 -0.430 2.957 -0.049
H9 1.282 2.510 0.161

HOMO-LUMO gap ... 9.805 eV
Multiplicity ... 1
Structure (SMILES) ... CON(N)NC(C)=O
Charge ... 0
LUMO energy ... 0.78 eV
HOMO level ... -9.021 eV

Atomic partial charges in e from the natural (NBO) method, atoms 1 to 2: number 1, C, carries -0.280; number 2, O, carries -0.393

It is version i that is the least stable of them.

Version i
Entry from OMol25: an isolated molecule of C5H4N2S (ωB97M-V/def2-TZVPD).

Element x y z (Å)
N1 -0.240 -2.068 -1.634
C1 -0.329 -1.382 -0.624
C2 -0.680 -0.552 0.570
C3 -1.537 -1.309 1.460
N2 -2.293 -2.142 2.053
C4 0.220 0.429 0.790
C5 1.165 0.773 -0.257
S1 0.414 2.385 -1.174
H1 0.213 1.187 1.725
H2 1.265 0.172 -1.054
H3 2.073 1.085 0.248
H4 -0.272 1.421 -2.103

HOMO-LUMO gap ... 8.653 eV
Multiplicity ... 1
Structure (SMILES) ... N#CC(C#N)=CCS
Charge ... 0
LUMO energy ... -1.30 eV
HOMO level ... -9.949 eV

Atomic partial charges in e from the natural (NBO) method, atoms 1 to 2: number 1, N, carries -0.279; number 2, C, carries 0.245

Version ii
Entry from OMol25: a structure of composition C5H4N2S (ωB97M-V/def2-TZVPD).

Element x y z (Å)
C1 -1.702 -1.192 0.025
C2 -0.449 0.675 -0.104
C3 0.735 1.467 0.027
C4 1.858 0.709 -0.123
C5 -0.245 -0.750 -0.148
H1 -2.507 -1.667 -0.713
H2 -1.885 -1.621 1.123
H3 0.672 2.619 0.362
H4 2.720 1.224 -0.186
N1 2.062 -0.674 -0.069
N2 0.987 -1.326 -0.080
S1 -2.247 0.539 -0.114

HOMO-LUMO gap ... 9.431 eV
Multiplicity ... 1
Charge ... 0
LUMO energy ... 0.41 eV
HOMO level ... -9.024 eV

Atomic partial charges in e from the natural (NBO) method, atoms 1 to 2: number 1, C, carries -0.548; number 2, C, carries -0.132

Version iii
Entry from OMol25: an isolated molecule of C5H4N2S (ωB97M-V/def2-TZVPD).

Element x y z (Å)
N1 2.855 0.935 1.079
C1 1.684 0.978 0.990
C2 0.297 0.967 0.847
C3 -0.242 0.614 -0.535
C4 -0.338 -0.962 -0.285
C5 -1.446 -1.616 -1.005
N2 -2.423 -2.020 -1.466
S1 -0.198 -0.752 1.558
H1 -0.160 1.739 1.542
H2 0.601 0.657 -1.408
H3 -1.216 0.875 -0.872
H4 0.587 -1.415 -0.445

HOMO-LUMO gap ... 9.771 eV
Multiplicity ... 1
Structure (SMILES) ... N#C[C@H]1C[C@H](C#N)S1
Charge ... 0
LUMO energy ... -0.22 eV
HOMO level ... -9.996 eV

Atomic partial charges in e from the natural (NBO) method, atoms 1 to 2: number 1, N, carries -0.278; number 2, C, carries 0.233

It is version i that is the least stable of them.

Version i
Entry from OMol25: an isolated molecule of CH7N2O2P (ωB97M-V/def2-TZVPD).

Element x y z (Å)
C1 0.278 1.211 -1.693
N1 0.370 -0.230 -1.192
P1 -0.021 -0.573 0.312
N2 -1.420 -0.738 1.487
O1 0.588 -2.082 0.507
O2 0.791 0.381 1.370
H1 0.873 1.270 -2.512
H2 -0.811 1.478 -2.047
H3 0.444 1.830 -0.884
H4 -1.086 -0.426 2.410
H5 -2.435 -0.337 1.325
H6 0.667 -2.400 -0.405
H7 1.762 0.616 1.322

HOMO-LUMO gap ... 9.441 eV
Multiplicity ... 1
Structure (SMILES) ... CN=P(N)(O)O
Charge ... 0
LUMO energy ... 0.50 eV
HOMO level ... -8.944 eV

Atomic partial charges in e from the natural (NBO) method, atoms 1 to 2: number 1, C, carries -0.399; number 2, N, carries -1.053

Version ii
Entry from OMol25: an isolated molecule of CH7N2O2P (ωB97M-V/def2-TZVPD).

Element x y z (Å)
C1 1.791 0.465 0.292
N1 0.599 -0.151 0.816
P1 -0.783 0.121 0.118
N2 -2.008 -0.831 0.829
O1 -1.567 1.483 -0.194
O2 -0.805 -0.388 -1.452
H1 1.485 1.177 -0.492
H2 2.478 1.004 0.988
H3 2.382 -0.281 -0.186
H4 -2.536 -0.212 1.318
H5 -1.680 -1.452 1.566
H6 -2.296 1.444 -0.759
H7 -0.503 -1.229 -1.484

HOMO-LUMO gap ... 9.509 eV
Multiplicity ... 1
Structure (SMILES) ... CN=P(N)(O)O
Charge ... 0
LUMO energy ... 0.60 eV
HOMO level ... -8.913 eV

Atomic partial charges in e from the natural (NBO) method, atoms 1 to 2: number 1, C, carries -0.411; number 2, N, carries -1.056

It is version i that is the least stable of them.